No. 1
Density functional theory data (wB97M-V/def2-TZVPD) for a cluster of 11 separate species, C30H66Br18O8P2 in total.

```
124
Properties=species:S:1:pos:R:3
C 3.021 6.487 -0.843
C 2.292 5.537 -1.712
O 2.446 4.167 -1.183
P 3.476 3.190 -1.904
O 3.249 3.070 -3.360
O 4.994 3.679 -1.569
C 5.939 3.840 -2.600
C 6.092 5.316 -2.958
O 3.354 1.903 -0.985
C 4.111 0.694 -1.347
C 4.068 -0.444 -0.326
H 2.830 7.521 -1.179
H 2.749 6.464 0.218
H 4.068 6.207 -0.993
H 1.219 5.687 -1.640
H 2.522 5.576 -2.763
H 6.865 3.426 -2.181
H 5.774 3.217 -3.472
H 6.838 5.477 -3.754
H 5.169 5.585 -3.442
H 6.395 5.921 -2.082
H 3.778 0.414 -2.335
H 5.173 0.972 -1.466
H 4.790 -1.184 -0.695
H 4.414 -0.104 0.652
H 3.108 -0.939 -0.283
C -0.424 -3.180 -0.157
C 0.230 -1.954 -0.731
O -0.677 -0.945 -1.231
P -1.662 -0.070 -0.368
O -2.411 0.884 -1.205
O -2.540 -1.185 0.339
C -4.011 -0.943 0.666
C -4.907 -1.677 -0.283
O -0.826 0.529 0.826
C 0.101 1.682 0.460
C 1.034 1.946 1.565
H 0.373 -3.902 0.043
H -0.989 -2.918 0.742
H -1.026 -3.646 -0.925
H 0.900 -1.514 0.031
H 0.838 -2.221 -1.578
H -4.030 -1.288 1.706
H -4.270 0.134 0.674
H -4.900 -2.764 -0.308
H -5.894 -1.265 -0.087
H -4.660 -1.273 -1.278
H 0.646 1.437 -0.462
H -0.597 2.497 0.370
H 1.709 1.096 1.698
H 1.629 2.760 1.132
H 0.601 2.180 2.537
Br 1.401 -0.223 -4.021
C 0.051 1.092 -3.648
C 0.066 2.030 -4.821
Br -1.339 3.336 -4.454
H 0.273 1.595 -2.713
H -0.838 0.495 -3.526
H -0.117 1.533 -5.754
H 0.986 2.582 -4.881
Br 0.130 4.424 5.611
C 0.173 2.847 6.744
C 0.608 1.706 5.894
Br 0.480 0.020 6.903
H -0.832 2.687 7.144
H 0.772 3.088 7.610
H 1.619 1.760 5.501
H -0.019 1.620 5.016
Br 3.166 -3.872 -2.940
C 2.239 -5.246 -2.017
C 2.500 -6.561 -2.601
Br 1.662 -7.999 -1.558
H 1.193 -4.923 -1.999
H 2.599 -5.225 -0.981
H 3.568 -6.779 -2.658
H 2.092 -6.704 -3.600
Br -6.079 1.120 -2.080
C -4.573 2.304 -2.603
C -4.184 3.217 -1.507
Br -5.557 4.653 -1.231
H -4.835 2.798 -3.517
H -3.767 1.623 -2.815
H -3.277 3.715 -1.809
H -4.057 2.743 -0.552
Br -2.894 -6.359 2.937
C -2.796 -6.345 0.995
C -3.708 -5.326 0.402
Br -3.770 -5.486 -1.540
H -3.122 -7.347 0.785
H -1.744 -6.247 0.725
H -3.337 -4.349 0.665
H -4.719 -5.525 0.714
Br 7.130 5.030 0.863
C 5.374 4.378 1.424
C 5.220 4.744 2.841
Br 3.527 4.159 3.534
H 5.220 3.341 1.195
H 4.634 4.871 0.801
H 5.220 5.812 2.950
H 5.974 4.421 3.551
Br -7.065 -4.768 6.946
C -6.078 -4.272 5.325
C -7.052 -4.106 4.206
Br -6.080 -3.446 2.643
H -5.380 -5.089 5.109
H -5.582 -3.344 5.573
H -7.822 -3.379 4.440
H -7.561 -5.018 3.935
Br -2.829 -1.676 4.877
C -1.200 -2.526 4.327
C -0.411 -1.626 3.449
Br 1.317 -2.488 2.944
H -1.449 -3.451 3.845
H -0.743 -2.670 5.292
H -0.214 -0.697 3.974
H -0.900 -1.467 2.487
Br -3.419 -0.920 -4.541
C -1.807 -1.955 -4.366
C -2.246 -3.372 -4.250
Br -0.614 -4.483 -4.110
H -1.309 -1.575 -3.482
H -1.204 -1.722 -5.228
H -2.877 -3.781 -5.041
H -2.760 -3.480 -3.307
```

* E: -1327911.0226 eV
* HOMO energy: -9.572 eV
* largest force on an atom: 2.26 eV/Å
* frontier orbital gap: 9.731 eV
* structure (SMILES): CCOP(=O)(OCC)OCC.CCOP(=O)(OCC)OCC.BrCCBr.BrCCBr.BrCCBr.BrCCBr.BrCCBr.BrCCBr.BrCCBr.BrCCBr.BrCCBr

No. 2
Density functional theory data (wB97M-V/def2-TZVPD) for a structure of composition C38H41AlBrN9O4S.

```
95
Properties=species:S:1:pos:R:3
Al 0.081 0.272 -0.446
C 2.101 2.440 0.775
O 0.748 1.967 0.541
C -0.279 2.875 0.729
C -0.145 4.171 1.152
C -1.308 4.937 1.307
Br -1.151 6.719 1.890
C -2.545 4.406 1.042
C -2.669 3.077 0.600
C -1.523 2.298 0.433
O -1.525 1.039 0.022
C -3.968 2.498 0.312
N -4.174 1.256 -0.128
C -5.538 1.033 -0.295
C -6.252 -0.079 -0.723
C -7.625 0.054 -0.765
C -8.264 1.247 -0.395
C -7.553 2.352 0.030
C -6.172 2.215 0.070
N -5.158 3.098 0.440
H 2.161 2.840 1.785
H 2.342 3.210 0.043
H 2.750 1.578 0.677
H 0.818 4.609 1.367
H -3.416 5.032 1.178
H -3.391 0.629 -0.292
H -5.760 -0.998 -1.008
H -8.227 -0.783 -1.091
H -9.342 1.302 -0.444
H -8.048 3.270 0.315
H -5.294 4.043 0.762
C 0.539 -2.869 3.777
C -0.022 -3.068 2.423
N -0.451 -4.175 1.914
N -0.850 -3.851 0.647
C -0.691 -2.567 0.351
S -1.077 -1.738 -1.074
N -0.164 -2.049 1.491
N 0.185 -0.706 1.606
H 0.540 -3.823 4.295
H -0.060 -2.159 4.350
H 1.567 -2.505 3.713
H -1.212 -4.567 0.036
H 1.193 -0.636 1.771
H -0.334 -0.280 2.370
N 0.177 1.137 -2.178
C 0.438 1.555 -3.229
N 0.743 2.000 -4.394
C -0.287 2.193 -5.439
C -0.197 1.060 -6.465
C 1.247 0.546 -6.595
C 2.251 1.657 -6.303
C 2.165 2.076 -4.835
H -0.082 3.163 -5.891
H -1.262 2.252 -4.960
H -0.557 1.442 -7.421
H -0.861 0.243 -6.180
H 1.409 0.138 -7.590
H 1.411 -0.277 -5.892
H 2.064 2.513 -6.955
H 3.271 1.332 -6.503
H 2.521 3.095 -4.679
H 2.744 1.400 -4.203
C 5.108 -3.205 4.609
C 4.635 -3.341 3.187
C 3.587 -4.205 2.886
C 3.147 -4.360 1.579
C 3.767 -3.664 0.556
C 4.818 -2.797 0.847
N 5.500 -2.130 -0.203
C 4.924 -1.823 -1.419
C 5.627 -2.103 -2.599
C 5.065 -1.879 -3.838
C 3.762 -1.396 -3.945
C 3.074 -1.081 -2.792
C 3.650 -1.234 -1.527
C 2.947 -0.677 -0.350
O 3.485 -0.404 0.708
O 1.656 -0.458 -0.505
C 5.250 -2.610 2.161
C 6.366 -1.650 2.463
H 4.585 -3.904 5.260
H 4.942 -2.196 4.993
H 6.177 -3.405 4.692
H 3.141 -4.791 3.681
H 2.361 -5.070 1.350
H 3.470 -3.822 -0.473
H 6.491 -2.315 -0.243
H 6.615 -2.541 -2.523
H 5.630 -2.123 -4.729
H 3.299 -1.281 -4.917
H 2.061 -0.703 -2.846
H 6.429 -0.878 1.699
H 7.332 -2.159 2.518
H 6.213 -1.160 3.424
```

* net charge: +2
* E: -149141.3196 eV
* HOMO energy: -11.599 eV
* largest force on an atom: 0.75 eV/Å
* frontier orbital gap: 6.398 eV

No. 3
Density functional theory data (wB97M-V/def2-TZVPD) for a cluster of 3 separate species, C15H34ClNO7P in total.

```
59
Properties=species:S:1:pos:R:3
C -5.793 -3.520 4.228
C -4.767 -3.511 3.109
C -5.362 -3.850 1.606
N -4.386 -3.606 0.476
P -3.022 -4.754 0.493
O -1.806 -4.049 1.572
Cl -3.531 -6.609 1.428
H -5.834 -2.592 4.940
H -6.516 -4.445 4.260
H -3.628 -3.271 3.327
H -6.258 -3.079 1.439
H -5.811 -4.931 1.651
H -1.994 -4.505 2.446
C -3.837 2.920 -3.057
O -2.815 2.035 -2.628
C -1.686 2.728 -2.096
C -0.863 1.799 -1.200
O -1.420 1.647 0.112
C -2.600 0.835 0.197
C -2.309 -0.658 0.022
O -2.181 -0.981 -1.364
C -1.497 -2.207 -1.567
H -3.464 3.578 -3.846
H -4.664 2.327 -3.451
H -4.206 3.510 -2.214
H -2.010 3.600 -1.519
H -1.074 3.058 -2.942
H 0.119 2.260 -1.046
H -0.684 0.827 -1.667
H -3.372 1.188 -0.490
H -2.983 0.988 1.212
H -3.146 -1.243 0.421
H -1.392 -0.919 0.561
H -0.481 -2.147 -1.169
H -1.434 -2.392 -2.643
H -2.040 -3.032 -1.097
C 7.384 2.896 0.844
O 6.014 2.603 0.627
C 5.489 3.279 -0.516
C 4.225 2.577 -1.017
O 4.505 1.413 -1.805
C 4.964 0.265 -1.076
C 3.855 -0.410 -0.266
O 3.640 0.289 0.962
C 2.375 -0.005 1.532
H 7.522 3.967 1.014
H 7.719 2.350 1.728
H 7.982 2.569 -0.012
H 6.233 3.310 -1.318
H 5.243 4.302 -0.208
H 3.702 3.264 -1.693
H 3.531 2.346 -0.205
H 5.833 0.510 -0.462
H 5.304 -0.444 -1.839
H 4.155 -1.433 -0.014
H 2.932 -0.436 -0.856
H 1.572 0.303 0.858
H 2.277 0.560 2.463
H 2.293 -1.073 1.755
```

* net charge: -1
* E: -53734.8652 eV
* HOMO energy: -3.678 eV
* largest force on an atom: 4.69 eV/Å
* frontier orbital gap: 5.975 eV

> The lowest HOMO energy belongs to which entry?

C38H41AlBrN9O4S